This record from the Open Molecules 2025 dataset describes a 2-piece molecular cluster, C3H6ClNO2 overall at a distorted geometry. The level of theory is ωB97M-V/def2-TZVPD.

* gap between HOMO and LUMO: 9.95 eV
* energy: -783.2025 hartree
* multiplicity: 1
* HOMO level: -10.9 eV
* energy relative to the best compared isomer or geometry (same formula, charge and spin): 4.0945 eV
* LUMO: -0.034 Ha
* structure (SMILES): C=C(C)[N+](=O)[O-].Cl

Structure (XYZ):
```
13
C3H6ClNO2, DFT ωB97M-V/def2-TZVPD
C -0.6435 -0.1890 -1.2077
C 0.1205 0.3303 -0.2258
C -0.0826 1.7131 0.4283
N 1.2301 -0.3962 0.3008
O 1.9290 0.1623 1.0891
O 1.4328 -1.5270 -0.0903
H -0.4733 -1.2675 -1.4498
H -1.4863 0.3391 -1.5512
H 0.5733 1.7039 1.3700
H -1.1063 1.6743 0.6699
H 0.1204 2.5598 -0.2977
Cl -1.3171 -2.8869 0.5802
H -0.2968 -2.2161 0.3843
```

This record from the Open Molecules 2025 dataset describes C3H6ClNS as an isolated structure at a distorted geometry. The level of theory is ωB97M-V/def2-TZVPD.

* gap between HOMO and LUMO: 8.16 eV
* energy: -1030.9397 hartree
* multiplicity: 1
* HOMO level: -8.2 eV
* energy relative to the best compared isomer or geometry (same formula, charge and spin): 3.0664 eV
* LUMO: -0.001 Ha

Structure (XYZ):
```
12
C3H6ClNS, DFT ωB97M-V/def2-TZVPD
C 0.4428 2.0845 0.4574
C 0.2492 -1.7454 -0.1496
C -0.5274 0.4665 0.1556
N 0.2271 -0.3923 -0.5010
S 1.9504 2.2722 0.0988
Cl -1.9867 1.0992 -0.8010
H -0.3203 2.7243 0.9037
H -0.0461 -1.8869 0.8457
H -0.3829 -2.3644 -0.7558
H 1.1754 -2.2277 -0.1153
H -0.8446 0.2269 1.2822
H 0.0631 -0.2570 -1.4207
```

This record from the Open Molecules 2025 dataset describes one molecule with the formula C3H6ClP at a distorted geometry. The level of theory is ωB97M-V/def2-TZVPD.

* gap between HOMO and LUMO: 10.21 eV
* energy: -919.3647 hartree
* multiplicity: 1
* HOMO level: -9.4 eV
* energy relative to the best compared isomer or geometry (same formula, charge and spin): 1.5658 eV
* LUMO: 0.030 Ha
* structure (SMILES): C=C[C@@H](P)Cl

Structure (XYZ):
```
11
C3H6ClP, DFT ωB97M-V/def2-TZVPD
C -1.5625 0.1380 -0.7277
C -0.7055 0.7080 0.2246
C 0.3280 -0.0709 0.7793
P 1.8222 0.0905 -0.5085
Cl 0.6919 0.5990 2.4616
H -2.2047 0.7092 -1.3683
H -1.6692 -0.8527 -1.1053
H -0.7349 1.6891 0.5643
H 0.1657 -1.0811 1.0625
H 1.3449 -1.0124 -1.3810
H 2.5242 -0.9166 -0.0015
```

This record from the Open Molecules 2025 dataset describes one molecule with the formula C3H6ClPS at a distorted geometry. The level of theory is ωB97M-V/def2-TZVPD.

* gap between HOMO and LUMO: 6.02 eV
* energy: -1317.5020 hartree
* multiplicity: 1
* HOMO level: -7.8 eV
* energy relative to the best compared isomer or geometry (same formula, charge and spin): 4.2012 eV
* LUMO: -0.064 Ha

Structure (XYZ):
```
12
C3H6ClPS, DFT ωB97M-V/def2-TZVPD
C 0.5503 -2.2409 0.1459
C 0.4907 -0.9778 -0.2609
C 0.8104 1.6153 0.1706
P -0.0834 0.2185 0.9461
S -4.1272 0.7339 -0.1045
Cl -2.1143 0.7587 -0.4040
H 0.7634 -3.0318 -0.4526
H 0.3543 -2.4354 1.0926
H 0.6592 -0.5623 -1.2310
H 1.5656 1.4736 -0.5509
H -0.0656 2.2186 -0.3169
H 1.1964 2.2295 0.9657
```